Record 1
# C47H46AsCrN6OTe

A structure of composition C47H46AsCrN6OTe in a non-equilibrium geometry (the ωB97M-V functional and the def2-TZVPD basis, OMol25).

```
! wB97M-V def2-TZVPD RIJCOSX def2/J DEFGRID3
* xyz 0 2
Cr -0.560 -0.483 0.497
N -0.650 1.112 -1.120
C -1.270 0.496 -2.245
C -1.888 1.208 -3.243
C -2.476 0.542 -4.332
C -2.397 -0.820 -4.427
C -1.761 -1.577 -3.420
C -1.613 -2.977 -3.486
C -0.972 -3.616 -2.459
C -0.568 -2.892 -1.334
N -0.734 -1.585 -1.199
C -1.239 -0.914 -2.285
H 0.370 1.083 -1.227
H -0.930 2.079 -1.023
H -1.907 2.290 -3.187
H -2.971 1.114 -5.104
H -2.826 -1.342 -5.273
H -1.975 -3.518 -4.351
H -0.795 -4.681 -2.489
H -0.119 -3.394 -0.485
C 6.321 -2.367 -0.802
C 5.616 -2.804 -1.914
C 4.508 -2.098 -2.361
C 4.107 -0.944 -1.702
C 4.823 -0.508 -0.589
C 5.926 -1.214 -0.139
As 2.513 0.073 -2.174
C 3.334 1.608 -3.053
C 4.049 2.635 -2.458
C 4.471 3.716 -3.219
C 4.149 3.781 -4.569
C 3.442 2.754 -5.173
C 3.038 1.654 -4.422
C 2.354 0.459 -4.938
C 1.986 0.230 -6.260
C 1.415 -0.981 -6.622
C 1.211 -1.974 -5.673
C 1.547 -1.741 -4.346
C 2.119 -0.534 -3.976
H 7.177 -2.927 -0.449
H 5.928 -3.702 -2.432
H 3.960 -2.447 -3.229
H 4.507 0.389 -0.066
H 6.462 -0.876 0.738
H 4.290 2.591 -1.402
H 5.041 4.515 -2.763
H 4.459 4.636 -5.156
H 3.208 2.810 -6.229
H 2.148 0.994 -7.010
H 1.136 -1.154 -7.653
H 0.786 -2.926 -5.965
H 1.377 -2.505 -3.597
N -2.837 -0.451 0.300
H -3.195 -0.139 -0.597
H -3.273 0.119 1.016
H -3.169 -1.401 0.441
N 1.368 -0.728 0.574
C 2.251 -0.851 1.351
N 3.179 -1.075 2.151
C 4.025 -0.338 2.816
N 4.811 0.257 3.424
C -3.230 2.175 2.637
C -2.741 1.255 3.764
C -3.130 -0.210 3.559
C -1.251 1.420 4.012
C -0.844 1.634 5.318
C 0.483 1.879 5.631
C 1.368 2.086 4.592
C 0.999 1.950 3.255
C 1.998 2.530 2.247
C 1.573 2.516 0.780
C 2.250 4.004 2.612
C -0.283 1.410 2.967
O -0.577 0.900 1.776
H -4.292 2.006 2.434
H -2.652 2.027 1.725
H -3.108 3.217 2.936
H -3.242 1.594 4.675
H -2.511 -0.662 2.787
H -4.187 -0.311 3.291
H -2.962 -0.773 4.476
H -1.590 1.612 6.105
H 0.804 1.974 6.660
H 2.382 2.392 4.821
H 2.945 1.988 2.354
H 0.601 3.004 0.675
H 1.517 1.504 0.396
H 2.301 3.071 0.182
H 1.312 4.561 2.572
H 2.950 4.445 1.899
H 2.670 4.123 3.609
Te -0.307 -2.523 2.239
C -1.857 -3.473 3.372
C -1.405 -4.185 4.482
C -2.290 -4.859 5.307
C -3.653 -4.828 5.041
C -4.111 -4.133 3.933
C -3.220 -3.468 3.101
H -0.343 -4.201 4.698
H -1.913 -5.410 6.160
H -4.350 -5.340 5.691
H -5.171 -4.112 3.711
H -3.601 -2.941 2.234
*
```

As for the HOMO-LUMO gap (alpha / beta): 5.70 / 5.85 eV. The calculation puts the total energy at -5770.633585 a.u. The energy above the lowest of the compared OMol25 structures with the same formula, charge and spin comes out at 84.89 kJ/mol. For the largest force on an atom, the calculation gives 3.54 eV/Å. The expectation value of S² is 0.805.

Results of the Mulliken charge analysis, in e, for atoms 1 through 8: atom 1 (Cr): -0.20, atom 2 (N): 0.42, atom 3 (C): -0.13, atom 4 (C): -0.42, atom 5 (C): -0.98, atom 6 (C): -0.81, atom 7 (C): 0.50, atom 8 (C): -0.65

---

Record 2
# C47H46Cl3FeN5OSSi

A structure of composition C47H46Cl3FeN5OSSi (the ωB97M-V functional and the def2-TZVPD basis, OMol25).

```
! wB97M-V def2-TZVPD RIJCOSX def2/J DEFGRID3
* xyz 1 2
Fe -0.926 -0.872 -0.392
C -2.649 -0.224 -0.997
Si -3.992 -1.336 -0.347
C -3.007 -2.947 -0.176
N -1.643 -2.637 0.364
C -0.654 -3.674 -0.047
C -1.004 -5.064 0.477
C -1.447 -5.020 1.952
C -1.017 -3.704 2.586
C -1.667 -2.521 1.876
C -4.651 -0.760 1.309
C -4.711 0.594 1.645
C -5.268 1.014 2.847
C -5.785 0.082 3.734
C -5.757 -1.270 3.410
C -5.199 -1.680 2.208
C -5.444 -1.659 -1.472
C -5.229 -2.146 -2.767
C -6.288 -2.405 -3.623
C -7.590 -2.177 -3.196
C -7.825 -1.692 -1.918
C -6.760 -1.435 -1.064
H -2.811 0.821 -0.714
H -2.606 -0.246 -2.095
H -2.875 -3.330 -1.196
H -3.479 -3.751 0.395
H 0.322 -3.352 0.321
H -0.599 -3.676 -1.136
H -0.117 -5.689 0.354
H -1.780 -5.512 -0.145
H -1.034 -5.865 2.502
H -2.535 -5.110 2.024
H 0.073 -3.615 2.559
H -1.303 -3.656 3.638
H -1.179 -1.593 2.173
H -2.710 -2.439 2.173
H -4.335 1.340 0.953
H -5.304 2.070 3.087
H -6.219 0.406 4.671
H -6.176 -2.000 4.090
H -5.200 -2.740 1.967
H -4.216 -2.324 -3.120
H -6.102 -2.781 -4.621
H -8.420 -2.378 -3.861
H -8.839 -1.512 -1.584
H -6.959 -1.054 -0.068
C 1.349 -3.692 -4.447
C 0.149 -3.007 -4.335
C -0.031 -2.061 -3.334
C 0.986 -1.811 -2.415
C 2.195 -2.501 -2.525
C 2.370 -3.427 -3.542
N 0.702 -0.916 -1.360
N 1.795 -0.297 -0.799
C 1.089 0.324 1.351
C 1.557 1.022 2.452
C 0.669 1.801 3.187
C -0.652 1.902 2.786
C -1.096 1.192 1.675
C -0.252 0.362 0.944
H 1.493 -4.419 -5.235
H -0.650 -3.191 -5.042
H -0.953 -1.495 -3.273
H 2.987 -2.334 -1.804
H 3.310 -3.959 -3.618
H 2.601 0.979 2.735
H 1.022 2.343 4.055
H -1.344 2.522 3.342
H -2.141 1.267 1.401
Cl 2.544 4.918 4.387
C 2.834 4.453 2.745
C 4.043 3.876 2.401
C 4.263 3.518 1.083
C 3.306 3.721 0.092
C 3.555 3.389 -1.373
C 4.386 2.117 -1.562
N 3.678 0.991 -0.940
C 4.197 0.292 0.172
C 3.386 -0.475 0.886
N 1.993 -0.519 0.587
C 2.520 0.571 -1.436
O 4.021 4.487 -2.131
C 5.421 4.724 -2.252
C 6.159 4.982 -0.971
C 5.872 5.980 -0.089
Cl 4.611 7.127 -0.220
S 6.923 5.996 1.263
C 7.760 4.622 0.681
C 7.268 4.206 -0.516
C 2.091 4.281 0.488
Cl 0.811 4.545 -0.657
C 1.846 4.653 1.800
H 4.808 3.729 3.151
H 5.231 3.104 0.824
H 2.579 3.181 -1.816
H 5.366 2.183 -1.094
H 4.528 1.919 -2.625
H 5.263 0.368 0.329
H 3.735 -1.094 1.701
H 2.199 0.878 -2.425
H 5.478 5.595 -2.902
H 5.905 3.895 -2.778
H 8.600 4.226 1.229
H 7.690 3.383 -1.079
H 0.897 5.090 2.075
*
```

As for the HOMO-LUMO gap (alpha / beta): 7.69 / 7.88 eV. The calculation puts the total energy at -5499.250400 a.u. The energy above the lowest of the compared OMol25 structures with the same formula, charge and spin comes out at 241.72 kJ/mol. For the largest force on an atom, the calculation gives 0.56 eV/Å. The expectation value of S² is 1.004.

Results of the Mulliken charge analysis, in e, for atoms 1 through 8: atom 1 (Fe): -1.13, atom 2 (C): -0.38, atom 3 (Si): -1.00, atom 4 (C): -0.81, atom 5 (N): 1.86, atom 6 (C): -0.89, atom 7 (C): -0.75, atom 8 (C): -0.74

---

Record 3
# C47H46IN9O2

A cluster of 9 separate species, C47H46IN9O2 in total in a non-equilibrium geometry (the ωB97M-V functional and the def2-TZVPD basis, OMol25).

```
! wB97M-V def2-TZVPD RIJCOSX def2/J DEFGRID3
* xyz 0 1
O -0.281 1.791 -0.038
C -0.091 2.844 -0.874
I 1.452 2.650 -2.416
O -0.904 4.073 -0.800
C -1.963 3.960 -1.839
C -3.104 2.796 -1.459
C -2.862 1.324 -2.129
C -3.964 0.131 -1.727
C -5.206 0.594 -0.706
C -5.194 2.151 -0.196
N -4.216 3.235 -0.551
H -1.487 3.796 -2.900
H -2.483 5.032 -1.874
H -1.948 1.087 -2.833
H -3.863 -0.975 -2.151
H -6.044 -0.148 -0.357
H -6.072 2.457 0.553
C 1.482 -0.231 1.491
C 1.732 0.059 2.828
C 2.494 -0.835 3.562
N 3.007 -1.978 3.055
C 2.746 -2.234 1.755
C 1.998 -1.400 0.940
H 0.890 0.447 0.883
H 1.343 0.961 3.287
H 2.720 -0.652 4.608
H 3.168 -3.160 1.372
H 1.822 -1.655 -0.099
C 0.641 -3.993 -2.799
C -0.024 -3.916 -4.018
C -1.086 -3.033 -4.131
N -1.517 -2.244 -3.123
C -0.853 -2.342 -1.951
C 0.222 -3.192 -1.743
H 1.479 -4.673 -2.674
H 0.277 -4.528 -4.861
H -1.635 -2.934 -5.063
H -1.220 -1.699 -1.156
H 0.719 -3.228 -0.780
C -1.759 2.753 3.685
C -2.424 2.830 2.466
C -3.486 3.713 2.354
N -3.917 4.502 3.362
C -3.253 4.404 4.534
C -2.178 3.554 4.742
H -0.921 2.073 3.811
H -2.123 2.218 1.624
H -4.035 3.812 1.422
H -3.620 5.047 5.329
H -1.681 3.518 5.704
C 4.056 3.207 -7.495
C 3.203 3.435 -6.420
C 3.445 2.758 -5.235
N 4.462 1.885 -5.063
C 5.272 1.683 -6.125
C 5.113 2.315 -7.348
H 3.898 3.720 -8.439
H 2.369 4.123 -6.503
H 2.809 2.904 -4.367
H 6.080 0.975 -5.961
H 5.796 2.116 -8.166
C 7.520 1.985 -1.412
C 7.796 3.251 -0.907
C 7.433 4.353 -1.665
N 6.829 4.270 -2.871
C 6.575 3.027 -3.336
C 6.897 1.867 -2.650
H 7.788 1.098 -0.846
H 8.282 3.378 0.054
H 7.624 5.363 -1.313
H 6.091 2.987 -4.308
H 6.667 0.894 -3.071
C -2.848 -3.489 2.545
C -4.211 -3.527 2.819
C -5.019 -2.551 2.259
N -4.560 -1.560 1.463
C -3.232 -1.549 1.216
C -2.345 -2.482 1.727
H -2.183 -4.238 2.965
H -4.634 -4.298 3.453
H -6.090 -2.540 2.440
H -2.888 -0.741 0.576
H -1.288 -2.426 1.495
C 0.385 2.296 10.356
C 0.425 3.524 9.704
C -0.385 3.703 8.594
N -1.210 2.752 8.104
C -1.226 1.570 8.757
C -0.456 1.297 9.877
H 1.004 2.118 11.231
H 1.070 4.322 10.052
H -0.392 4.645 8.053
H -1.896 0.821 8.342
H -0.511 0.329 10.363
C -3.249 -8.745 -3.342
C -2.813 -7.679 -2.562
C -1.807 -6.869 -3.063
N -1.220 -7.056 -4.266
C -1.663 -8.100 -5.000
C -2.666 -8.963 -4.586
H -4.037 -9.401 -2.984
H -3.247 -7.484 -1.588
H -1.434 -6.022 -2.494
H -1.174 -8.230 -5.961
H -2.983 -9.784 -5.218
*
```

As for the HOMO-LUMO gap: 8.28 eV. Its structure (SMILES) is O=C(I)OCc1ccccn1.c1ccncc1.c1ccncc1.c1ccncc1.c1ccncc1.c1ccncc1.c1ccncc1.c1ccncc1.c1ccncc1. The calculation puts the total energy at -2759.161982 a.u. For the largest force on an atom, the calculation gives 9.51 eV/Å.

Results of the Mulliken charge analysis, in e, for atoms 1 through 8: atom 1 (O): -0.26, atom 2 (C): 0.09, atom 3 (I): 0.15, atom 4 (O): -0.25, atom 5 (C): -0.65, atom 6 (C): 0.47, atom 7 (C): -0.21, atom 8 (C): -0.36

---

Record 4
# C47H46LuN7O6S4

A structure of composition C47H46LuN7O6S4 in a non-equilibrium geometry (the ωB97M-V functional and the def2-TZVPD basis, OMol25).

```
! wB97M-V def2-TZVPD RIJCOSX def2/J DEFGRID3
* xyz 0 1
Lu 1.133 -0.259 -1.924
C 4.073 -0.279 -4.014
O 2.985 -1.097 -3.506
C 3.042 -2.479 -3.642
C 4.200 -3.162 -4.057
C 4.213 -4.534 -4.205
C 3.045 -5.212 -3.904
C 1.848 -4.560 -3.615
C 1.880 -3.206 -3.529
N 0.709 -2.331 -3.214
N -0.370 -2.938 -3.389
C -1.572 -2.197 -3.510
C -1.446 -0.770 -3.814
O -0.386 -0.082 -3.543
C -2.543 -0.122 -4.417
C -3.771 -0.778 -4.552
C -3.939 -2.078 -4.026
C -5.133 -2.734 -4.262
C -5.304 -4.054 -3.954
C -4.263 -4.748 -3.303
C -3.046 -4.176 -3.102
C -2.818 -2.850 -3.546
H 4.899 -0.238 -3.301
H 3.702 0.705 -4.140
H 4.429 -0.657 -4.939
H 5.070 -2.578 -4.159
H 5.119 -5.092 -4.418
H 3.083 -6.316 -3.847
H 0.908 -5.045 -3.412
H -2.406 0.977 -4.663
H -4.671 -0.251 -4.921
H -5.989 -2.185 -4.778
H -6.202 -4.635 -4.162
H -4.329 -5.793 -3.131
H -2.299 -4.826 -2.664
S -1.210 1.644 -0.733
C -1.647 0.883 0.599
N -2.273 1.540 1.652
C -2.389 0.820 2.906
C -3.044 -0.522 2.679
N -2.146 -1.222 1.721
C -1.976 -2.673 2.008
C -1.224 -2.842 3.262
C -1.887 -3.340 4.344
C -1.245 -3.344 5.598
C 0.048 -3.007 5.802
C 0.784 -2.689 4.603
C 0.123 -2.542 3.374
C -1.484 -0.591 0.754
S -0.608 -1.569 -0.289
C -2.221 3.006 1.707
C -3.617 3.627 1.742
C -4.652 3.391 0.788
C -5.892 4.003 0.904
C -6.149 4.959 1.906
C -5.163 5.211 2.837
C -3.953 4.575 2.693
H -2.917 1.413 3.634
H -1.391 0.751 3.334
H -4.021 -0.361 2.298
H -3.034 -1.027 3.645
H -1.518 -3.088 1.122
H -2.990 -3.094 2.088
H -2.962 -3.577 4.360
H -1.848 -3.629 6.414
H 0.545 -3.055 6.765
H 1.780 -2.344 4.641
H 0.670 -2.196 2.529
H -1.693 3.498 0.907
H -1.739 3.364 2.611
H -4.437 2.847 -0.089
H -6.645 3.839 0.110
H -7.149 5.460 1.859
H -5.370 5.867 3.655
H -3.173 4.873 3.380
C 0.274 6.947 2.800
C 0.672 5.530 2.331
C 0.865 4.625 3.327
C 1.261 3.323 3.069
C 1.528 2.992 1.760
C 1.418 3.946 0.756
C 1.012 5.222 1.069
S 2.001 1.296 1.425
O 0.877 0.484 1.904
O 3.261 1.145 2.173
N 2.155 1.079 -0.106
C 3.296 1.852 -0.744
C 2.969 2.211 -2.229
O 3.626 3.036 -2.822
O 2.012 1.526 -2.699
H 1.146 7.458 3.230
H -0.540 6.965 3.502
H 0.025 7.473 1.837
H 0.746 4.901 4.414
H 1.342 2.701 3.933
H 1.573 3.611 -0.263
H 0.962 5.942 0.201
H 4.265 1.342 -0.551
H 3.434 2.763 -0.304
S 2.755 -2.321 -0.635
C 4.238 -1.681 -0.196
N 4.607 -0.798 0.676
C 6.056 -0.625 0.813
C 6.554 -1.633 -0.187
N 5.326 -2.202 -0.813
H 3.889 -0.432 1.300
H 6.331 -0.826 1.842
H 6.397 0.361 0.591
H 7.119 -2.322 0.364
H 7.205 -1.148 -0.949
H 5.207 -3.022 -1.376
*
```

As for the HOMO-LUMO gap: 6.33 eV. The calculation puts the total energy at -5481.731186 a.u. The energy above the lowest of the compared OMol25 structures with the same formula, charge and spin comes out at 241.44 kJ/mol. For the largest force on an atom, the calculation gives 3.78 eV/Å.

Results of the Mulliken charge analysis, in e, for atoms 1 through 8: atom 1 (Lu): 2.42, atom 2 (C): -1.31, atom 3 (O): -0.07, atom 4 (C): 0.51, atom 5 (C): -0.68, atom 6 (C): -0.82, atom 7 (C): -0.50, atom 8 (C): -0.75